[1]
A gas-phase ion, C19H26NO2 (charge +1) in a non-equilibrium geometry. Source: the OMol25 dataset; level of theory: ωB97M-V/def2-TZVPD.

Each line ends with the natural charge from an NBO analysis.
Positions of all 48 atoms, in Å:
O (-1.4296, -0.8076, 2.2968)  -0.693
C (-1.3907, -0.6804, 0.8860)  0.144
C (-0.0970, -1.1960, 0.4327)  0.088
C (1.0110, -1.5882, 0.1865)  -0.061
C (2.3757, -1.9568, -0.1263)  -0.287
N (3.2876, -0.8260, 0.2302)  -0.336
C (3.0053, 0.3879, -0.5775)  -0.271
C (3.9291, 1.5223, -0.1252)  -0.091
O (5.2757, 1.1458, -0.2514)  -0.492
C (5.5755, 0.0231, 0.5328)  -0.089
C (4.7215, -1.1798, 0.1117)  -0.258
C (-1.4419, 0.8035, 0.5412)  -0.060
C (-0.8746, 1.2933, -0.6300)  -0.178
C (-0.9548, 2.6400, -0.9383)  -0.230
C (-1.5931, 3.5156, -0.0765)  -0.200
C (-2.1363, 3.0381, 1.1031)  -0.195
C (-2.0565, 1.6918, 1.4143)  -0.197
C (-2.5289, -1.5143, 0.2334)  -0.219
C (-3.9245, -1.0340, 0.6838)  -0.416
C (-4.7428, -0.8656, -0.5991)  -0.398
C (-3.6973, -0.5141, -1.6511)  -0.405
C (-2.5498, -1.4586, -1.3039)  -0.410
H (-1.7977, -1.6660, 2.5331)  0.483
H (2.6698, -2.8403, 0.4478)  0.252
H (2.4863, -2.1733, -1.1925)  0.250
H (3.0942, -0.5838, 1.2114)  0.439
H (1.9568, 0.6668, -0.4531)  0.266
H (3.2005, 0.1508, -1.6259)  0.229
H (3.7906, 2.3949, -0.7643)  0.237
H (3.6985, 1.8036, 0.9140)  0.180
H (6.6323, -0.1938, 0.3720)  0.237
H (5.4154, 0.2408, 1.6005)  0.178
H (4.9441, -2.0433, 0.7402)  0.238
H (4.9266, -1.4284, -0.9321)  0.234
H (-0.3774, 0.6229, -1.3175)  0.200
H (-0.5204, 3.0040, -1.8575)  0.218
H (-1.6606, 4.5640, -0.3219)  0.225
H (-2.6264, 3.7141, 1.7866)  0.226
H (-2.4558, 1.3293, 2.3483)  0.240
H (-2.3555, -2.5478, 0.5578)  0.211
H (-4.3930, -1.7390, 1.3693)  0.220
H (-3.8429, -0.0744, 1.1923)  0.218
H (-5.5099, -0.1012, -0.4961)  0.221
H (-5.2279, -1.8061, -0.8631)  0.202
H (-4.0574, -0.6590, -2.6676)  0.221
H (-3.3832, 0.5243, -1.5372)  0.204
H (-2.7735, -2.4536, -1.6912)  0.218
H (-1.5970, -1.1459, -1.7267)  0.206

Properties
Charge: +1
E_tot (Ha): -944.5284
Structure (SMILES): O[C@](C#CC[NH+]1CCOCC1)(c1ccccc1)C1CCCC1
HOMO level (eV): -11.84
Gap between HOMO and LUMO (eV): 9.261
Energy above the lowest of the compared OMol25 structures with the same formula, charge and spin (kcal/mol): 75.0



[2]
A molecular structure, C19H27AsF6K2N5O6S in a non-equilibrium geometry. Source: the OMol25 dataset; level of theory: ωB97M-V/def2-TZVPD.

Each line ends with the natural charge from an NBO analysis.
Positions of all 67 atoms, in Å:
K (0.2374, 3.6137, -2.0938)  0.563
K (-2.0338, 3.0868, 2.2826)  0.593
As (0.0078, -0.0797, 0.6040)  2.758
F (0.3912, 1.5211, -0.1302)  -0.673
F (1.6278, -0.0728, 1.3705)  -0.628
F (-0.3692, -1.6877, 1.3603)  -0.629
F (-1.6610, -0.1855, -0.1452)  -0.628
F (0.6353, -0.9422, -0.8752)  -0.652
F (-0.7802, 0.7542, 2.0254)  -0.672
C (1.5177, -4.0745, -1.8887)  -0.483
N (0.6732, -4.9647, -1.1923)  0.517
O (1.1058, -5.5340, -0.1783)  -0.393
O (-0.4942, -4.9964, -1.5546)  -0.371
H (0.9655, -3.7280, -2.7622)  0.235
H (2.3536, -4.6989, -2.2044)  0.232
H (1.6570, -3.3017, -1.1328)  0.261
C (6.3364, 0.2271, 0.7377)  -0.089
C (4.9812, 0.3750, 0.0681)  -0.099
O (5.1416, 1.2295, -1.0738)  -0.686
S (6.5736, 2.0325, -1.1473)  2.471
O (6.4639, 3.4557, -0.8620)  -0.868
O (7.3933, 1.6571, -2.3109)  -0.858
O (7.1585, 1.2784, 0.1999)  -0.692
H (6.9019, -0.6613, 0.4565)  0.197
H (6.1206, 0.2914, 1.8041)  0.207
H (4.2911, 0.7957, 0.7996)  0.203
H (4.5660, -0.6072, -0.1578)  0.216
N (-4.7390, -1.4809, -3.2805)  -0.519
C (-4.8978, -0.4287, -4.2222)  -0.111
C (-3.7293, 0.3780, -3.9747)  -0.296
C (-2.9590, -0.0953, -2.9237)  -0.331
C (-3.6181, -1.2144, -2.4795)  -0.034
H (-5.3220, -2.3012, -3.1953)  0.413
H (-5.6345, -0.4042, -5.0116)  0.217
H (-3.4601, 1.3363, -4.3936)  0.204
H (-2.1305, 0.3751, -2.4150)  0.234
H (-3.2767, -1.9423, -1.7584)  0.219
N (-2.0928, 2.7283, 5.7989)  -0.507
C (-1.1589, 3.6500, 5.5359)  -0.100
C (-0.0460, 2.9644, 5.0096)  -0.333
C (-0.4565, 1.6259, 4.8486)  -0.295
C (-1.7058, 1.4709, 5.3928)  -0.110
H (-2.9209, 3.0223, 6.2966)  0.418
H (-1.3348, 4.6711, 5.8406)  0.220
H (0.9659, 3.3159, 4.8718)  0.237
H (0.1506, 0.8358, 4.4320)  0.248
H (-2.3255, 0.5937, 5.5066)  0.225
N (-3.0545, -1.4754, 2.8343)  -0.514
C (-4.1812, -0.7507, 3.1932)  -0.100
C (-5.2202, -1.2208, 2.3674)  -0.311
C (-4.7463, -2.2506, 1.5505)  -0.305
C (-3.4171, -2.3717, 1.7924)  -0.046
H (-2.1665, -1.4145, 3.3116)  0.422
H (-4.1522, -0.0712, 4.0322)  0.192
H (-6.2133, -0.8381, 2.5509)  0.212
H (-5.3518, -2.7694, 0.8220)  0.222
H (-2.7091, -3.1149, 1.4565)  0.226
N (1.6845, 0.5002, -2.7809)  -0.515
C (1.3104, 0.4778, -4.1232)  -0.086
C (1.9129, 1.5756, -4.7002)  -0.330
C (2.6899, 2.2090, -3.7354)  -0.351
C (2.5468, 1.5257, -2.5518)  -0.100
H (1.3299, -0.2509, -2.2063)  0.451
H (0.5866, -0.2196, -4.5184)  0.224
H (1.8009, 1.7885, -5.7531)  0.224
H (3.3230, 3.0765, -3.8499)  0.224
H (2.9574, 1.7098, -1.5700)  0.229

Properties
Spin multiplicity: 2
Charge: 0
E_tot (Ha): -5898.3578
HOMO level (spin up / spin down) (eV): -3.77 / -7.73
Gap between HOMO and LUMO (spin up / spin down) (eV): 3.198 / 7.250
⟨S²⟩: 0.75



[3]
A molecular structure, C19H27AuNPS. Source: the OMol25 dataset; level of theory: ωB97M-V/def2-TZVPD.

Each line ends with the natural charge from an NBO analysis.
Positions of all 50 atoms, in Å:
Au (1.0956, -0.7873, -0.8706)  0.514
S (2.9420, -2.0841, 0.6697)  -0.388
C (3.0330, -2.8949, -0.8042)  0.057
C (3.9151, -3.9710, -1.0310)  -0.268
C (3.9344, -4.5609, -2.2648)  -0.144
C (3.0695, -4.0979, -3.2660)  -0.319
C (2.2264, -3.0521, -2.9724)  0.062
N (2.2071, -2.4528, -1.7840)  -0.594
H (4.5543, -4.3004, -0.2251)  0.231
H (4.6080, -5.3761, -2.4852)  0.214
H (3.0642, -4.5536, -4.2442)  0.220
H (1.5350, -2.6630, -3.7106)  0.198
C (-2.0721, 0.7419, -1.9741)  -0.625
C (-1.4609, 1.7729, -1.0214)  -0.330
C (-2.5735, 2.4777, -0.2495)  -0.624
C (-0.6349, 2.7762, -1.8229)  -0.618
P (-0.3092, 0.7577, 0.0709)  0.978
C (-1.4994, -0.1990, 1.0772)  -0.410
C (-1.6660, -1.5214, 0.6693)  -0.184
C (-2.4874, -2.3875, 1.3637)  -0.211
C (-3.1483, -1.9435, 2.4966)  -0.180
C (-3.0093, -0.6262, 2.9027)  -0.234
C (-2.2000, 0.2476, 2.1955)  -0.147
C (0.7364, 1.8303, 1.2132)  -0.332
C (1.9710, 2.2309, 0.3972)  -0.622
C (1.1504, 0.8620, 2.3227)  -0.633
C (0.1079, 3.0931, 1.7980)  -0.612
H (-2.7398, 1.2322, -2.6806)  0.214
H (-2.6447, -0.0023, -1.4213)  0.218
H (-1.2892, 0.2308, -2.5351)  0.226
H (-3.1797, 3.0539, -0.9486)  0.217
H (-2.1776, 3.1626, 0.4944)  0.211
H (-3.2196, 1.7568, 0.2488)  0.221
H (-1.2487, 3.2155, -2.6082)  0.216
H (0.2169, 2.2824, -2.2910)  0.223
H (-0.2724, 3.5848, -1.1921)  0.206
H (-1.1154, -1.8771, -0.1932)  0.226
H (-2.5866, -3.4118, 1.0351)  0.220
H (-3.7570, -2.6270, 3.0687)  0.215
H (-3.5227, -0.2812, 3.7892)  0.216
H (-2.1092, 1.2689, 2.5352)  0.203
H (2.4695, 1.3501, -0.0065)  0.233
H (2.6808, 2.7502, 1.0377)  0.217
H (1.7169, 2.8939, -0.4272)  0.209
H (1.5534, -0.0577, 1.8962)  0.246
H (0.2996, 0.5997, 2.9491)  0.213
H (1.9279, 1.3003, 2.9448)  0.218
H (-0.1541, 3.8003, 1.0141)  0.206
H (0.8392, 3.5766, 2.4470)  0.220
H (-0.7771, 2.8794, 2.3927)  0.204

Properties
Charge: 0
E_tot (Ha): -1670.2186
HOMO level (eV): -7.06
Gap between HOMO and LUMO (eV): 7.671
Energy above the lowest of the compared OMol25 structures with the same formula, charge and spin (kcal/mol): 8.2



[4]
A molecular structure, C19H27BF4N5Ni in a non-equilibrium geometry. Source: the OMol25 dataset; level of theory: ωB97M-V/def2-TZVPD.

Each line ends with the natural charge from an NBO analysis.
Positions of all 57 atoms, in Å:
Ni (-0.1220, 0.1131, 0.0149)  1.138
C (-0.0838, -2.8224, -1.5798)  -0.215
C (0.6573, -3.0461, -0.2573)  -0.221
N (0.1245, -2.2258, 0.8122)  -0.634
C (-1.1329, -2.6552, 1.3913)  -0.264
C (-2.3226, -1.9161, 0.8188)  0.242
C (-3.6142, -2.3404, 1.0937)  -0.276
C (-4.6793, -1.6563, 0.5280)  -0.149
C (-4.4006, -0.5935, -0.3199)  -0.268
C (-3.0790, -0.2153, -0.5155)  0.253
C (-2.7383, 0.9827, -1.3654)  -0.283
N (-1.3371, 1.0329, -1.7480)  -0.672
C (-1.0110, 0.5020, -3.0537)  -0.215
C (-0.8979, -1.0284, -3.0176)  -0.216
N (-0.0598, -1.4232, -1.9153)  -0.664
N (-2.0656, -0.8539, 0.0637)  -0.509
H (-1.1297, -3.1293, -1.4704)  0.178
H (0.3754, -3.4677, -2.3588)  0.164
H (1.6995, -2.7490, -0.3960)  0.224
H (0.6247, -4.1245, -0.0045)  0.155
H (0.8313, -2.1075, 1.5247)  0.404
H (-1.1205, -2.4552, 2.4687)  0.225
H (-1.2941, -3.7407, 1.2572)  0.177
H (-3.7834, -3.1933, 1.7365)  0.212
H (-5.6976, -1.9504, 0.7405)  0.211
H (-5.1960, -0.0515, -0.8090)  0.216
H (-2.9445, 1.8602, -0.7433)  0.273
H (-3.4097, 1.0125, -2.2437)  0.177
H (-1.0085, 1.9910, -1.6770)  0.433
H (-0.0419, 0.9124, -3.3435)  0.210
H (-1.7560, 0.7889, -3.8212)  0.164
H (-0.5285, -1.3934, -3.9974)  0.165
H (-1.8892, -1.4640, -2.8589)  0.179
H (0.8912, -1.0740, -2.0139)  0.397
F (-0.6252, 2.0982, 0.7561)  -0.581
B (-0.8881, 3.4629, 0.4874)  1.340
F (-2.2588, 3.6632, 0.6188)  -0.576
F (-0.1885, 4.2610, 1.3519)  -0.550
F (-0.5339, 3.7381, -0.8315)  -0.574
C (3.2345, 2.1997, -1.1548)  -0.638
C (3.4873, 1.8290, 0.2733)  -0.022
C (4.5576, 2.3477, 0.9602)  -0.235
C (4.7439, 2.1015, 2.3164)  -0.337
C (3.7835, 1.3598, 2.9952)  -0.200
C (2.6979, 0.8175, 2.3476)  -0.119
C (1.6277, 0.0866, 3.1061)  -0.627
C (2.5439, 0.9530, 0.9207)  0.146
N (1.6930, 0.2493, 0.2297)  -0.968
H (4.0346, 2.8365, -1.5314)  0.185
H (2.2896, 2.7394, -1.2193)  0.221
H (3.1471, 1.3099, -1.7793)  0.195
H (5.2651, 2.9743, 0.4261)  0.179
H (5.5919, 2.5188, 2.8425)  0.182
H (3.8877, 1.2164, 4.0672)  0.177
H (1.4311, 0.5718, 4.0625)  0.200
H (1.9091, -0.9531, 3.3066)  0.172
H (0.7089, 0.1000, 2.5078)  0.218

Properties
Spin multiplicity: 3
Charge: -1
E_tot (Ha): -2946.8790
HOMO level (spin up / spin down) (eV): -2.38 / -2.32
Gap between HOMO and LUMO (spin up / spin down) (eV): 4.735 / 4.671
⟨S²⟩: 2.02
Energy above the lowest of the compared OMol25 structures with the same formula, charge and spin (kcal/mol): 13.5



[5]
A molecular structure, C19H27BNNiO2P in a non-equilibrium geometry. Source: the OMol25 dataset; level of theory: ωB97M-V/def2-TZVPD.

Each line ends with the natural charge from an NBO analysis.
Positions of all 52 atoms, in Å:
C (0.1401, 3.0136, -2.3996)  -0.265
C (-1.0928, 2.4931, -2.0073)  -0.245
C (-1.1762, 1.4125, -1.1419)  0.013
C (0.0094, 0.8983, -0.5003)  -0.582
C (1.2778, 1.4186, -0.9723)  -0.020
C (1.3160, 2.4665, -1.8772)  -0.220
C (-2.5214, 0.7961, -0.8988)  -0.462
C (-2.5500, -0.7302, -0.7696)  -0.219
N (-1.7118, -1.4593, -1.7775)  -0.559
Ni (0.0375, -1.2370, -0.7447)  0.539
C (2.5249, 0.7068, -0.5509)  -0.744
P (2.1286, -1.0964, -0.5176)  0.899
H (-2.0142, 2.9193, -2.4156)  0.201
H (2.2842, 2.8644, -2.1896)  0.204
H (0.1857, 3.8147, -3.1379)  0.205
H (2.8607, 1.0084, 0.4525)  0.250
H (3.3470, 0.8721, -1.2618)  0.228
H (-2.9379, 1.2068, 0.0325)  0.250
H (-3.1922, 1.0940, -1.7185)  0.207
H (-2.1626, -1.0363, 0.2153)  0.217
C (3.0294, -1.6304, 0.9535)  -0.963
C (3.0279, -1.6659, -1.9863)  -0.959
H (-3.5852, -1.0983, -0.8394)  0.188
C (-1.4852, -0.7966, -3.0980)  -0.415
C (-2.2059, -2.8680, -1.9595)  -0.399
H (0.5131, -2.7837, -0.3074)  0.032
H (-1.7331, -1.5024, -3.9025)  0.193
H (-2.1026, 0.1004, -3.2067)  0.218
H (-0.4181, -0.5297, -3.1898)  0.211
H (-2.5721, -2.9930, -2.9901)  0.198
H (-1.3909, -3.5862, -1.7850)  0.195
H (-3.0175, -3.0500, -1.2401)  0.208
H (4.1096, -1.5285, -1.8608)  0.222
H (2.8030, -2.7254, -2.1489)  0.230
H (2.6770, -1.0940, -2.8544)  0.247
H (4.1126, -1.6247, 0.7607)  0.229
H (2.7809, -0.9478, 1.7789)  0.268
H (2.6994, -2.6467, 1.2061)  0.232
H (0.1194, -2.8231, -1.0695)  -0.004
O (-1.2791, 0.5400, 1.8110)  -0.677
B (-0.0689, 0.5455, 1.0376)  0.942
O (1.0269, 0.8124, 1.9510)  -0.702
C (0.4618, 0.9776, 3.1879)  0.300
C (1.0640, 1.3190, 4.3873)  -0.283
C (0.2437, 1.4805, 5.5120)  -0.226
C (-1.1390, 1.3129, 5.4208)  -0.228
C (-1.7472, 1.0054, 4.1977)  -0.250
C (-0.9261, 0.8199, 3.1003)  0.226
H (2.1384, 1.4598, 4.4395)  0.220
H (0.6850, 1.7500, 6.4750)  0.214
H (-1.7514, 1.4239, 6.3172)  0.213
H (-2.8226, 0.9215, 4.0828)  0.220

Properties
Spin multiplicity: 3
Charge: 0
E_tot (Ha): -2819.9028
HOMO level (spin up / spin down) (eV): -4.24 / -7.78
Gap between HOMO and LUMO (spin up / spin down) (eV): 4.842 / 8.310
⟨S²⟩: 2.04
Energy above the lowest of the compared OMol25 structures with the same formula, charge and spin (kcal/mol): 0.0